1.
# C27H72FN6O10PS

A cluster of 6 separate species, C27H72FN6O10PS in total at a distorted geometry (ωB97M-V/def2-TZVPD, the Open Molecules 2025 dataset).

Summary:
Kohn-Sham gap: 9.3 eV
E: -2992.234465 Ha
SMILES string: CCOP(=O)(CCCNS(=O)(=O)F)OCC.COC[C@@H](C)N.COC[C@@H](C)N.COC[C@@H](C)N.COC[C@@H](C)N.COC[C@@H](C)N

Geometry (Å):
C 1.9414 -3.6769 -2.6752
C 2.7037 -3.4035 -3.9764
O 3.3584 -2.1243 -4.0437
P 2.4979 -0.7796 -4.0827
O 3.0576 0.1622 -5.0613
C 0.7600 -1.1144 -4.4924
C -0.1366 -0.1113 -3.7648
C -1.6225 -0.3535 -4.0769
N -2.4517 -0.2652 -2.8479
S -2.3152 -1.5707 -1.8536
O -1.3229 -2.4820 -2.3039
O -3.6051 -2.0727 -1.5380
F -1.7524 -0.8720 -0.5928
O 2.4506 -0.1439 -2.6124
C 3.4398 -0.5096 -1.6353
C 2.8406 -0.3247 -0.2308
H 0.8839 -3.8418 -2.8624
H 1.9995 -2.8466 -1.9762
H 2.3357 -4.5596 -2.1826
H 2.0636 -3.5406 -4.8445
H 3.4834 -4.1508 -4.0793
H 0.6863 -0.9615 -5.5640
H 0.4295 -2.1099 -4.2097
H -0.0134 -0.2003 -2.6906
H 0.1360 0.9047 -4.0350
H -1.7742 -1.2783 -4.6285
H -1.9530 0.4602 -4.7136
H -3.4312 -0.3074 -3.1148
H 4.2966 0.1501 -1.7328
H 3.7550 -1.5394 -1.7437
H 3.1613 0.5962 0.2378
H 3.0851 -1.1871 0.3835
H 1.7581 -0.3356 -0.3337
C 6.9438 -3.3466 -5.8958
O 6.0732 -4.4342 -5.6377
C 6.3263 -5.6071 -6.3837
C 7.4267 -6.5107 -5.8094
C 8.8396 -5.9959 -6.0641
N 7.2594 -6.7461 -4.3725
H 7.2476 -3.3179 -6.9459
H 7.8303 -3.3832 -5.2581
H 6.3993 -2.4321 -5.6633
H 5.3874 -6.1683 -6.3674
H 6.5294 -5.3542 -7.4328
H 7.3347 -7.4757 -6.3167
H 9.0943 -5.1648 -5.4073
H 9.5647 -6.7874 -5.8772
H 8.9599 -5.6658 -7.0977
H 6.3604 -7.1894 -4.2072
H 7.1798 -5.8400 -3.9189
C -4.8381 2.4280 2.7522
O -4.0029 1.4859 2.1076
C -4.4889 0.9786 0.8806
C -4.2095 1.8744 -0.3353
C -5.1267 3.0898 -0.4282
N -2.8181 2.3308 -0.3847
H -5.8983 2.2066 2.5989
H -4.6187 3.4440 2.4149
H -4.6229 2.3800 3.8200
H -3.9655 0.0313 0.7317
H -5.5583 0.7423 0.9613
H -4.3915 1.2613 -1.2242
H -4.8463 3.8658 0.2833
H -5.0654 3.5296 -1.4235
H -6.1676 2.8152 -0.2453
H -2.2006 1.5266 -0.4319
H -2.6020 2.7582 0.5120
C -3.0389 -0.3097 8.8368
O -3.5115 -0.3339 7.4976
C -4.0505 0.8818 7.0280
C -3.0061 1.8941 6.5341
C -2.2667 2.6055 7.6622
N -2.0276 1.2778 5.6339
H -3.6530 0.3404 9.4684
H -1.9999 0.0060 8.8908
H -3.1032 -1.3286 9.2212
H -4.6867 0.6095 6.1804
H -4.7046 1.3309 7.7885
H -3.5479 2.6580 5.9668
H -1.5232 1.9610 8.1312
H -1.7430 3.4790 7.2718
H -2.9598 2.9458 8.4355
H -2.5175 0.8885 4.8319
H -1.6513 0.4646 6.1141
C 2.2413 1.3193 12.9062
O 0.9371 1.8683 12.9270
C 0.6800 2.8610 11.9544
C 0.2961 2.3197 10.5708
C 1.4769 1.7820 9.7689
N -0.7354 1.2801 10.6473
H 2.9870 2.0687 12.6258
H 2.3080 0.4663 12.2267
H 2.4636 0.9658 13.9125
H -0.1686 3.4313 12.3416
H 1.5279 3.5551 11.8850
H -0.1219 3.1614 10.0098
H 1.8018 0.8055 10.1277
H 1.1955 1.6632 8.7223
H 2.3277 2.4643 9.8122
H -1.5655 1.6684 11.0877
H -0.4130 0.5748 11.3053
C -3.1617 2.8180 -6.1142
O -2.2855 1.9836 -6.8542
C -2.7694 1.5959 -8.1277
C -2.5638 2.6347 -9.2394
C -3.5458 3.8008 -9.1810
N -1.1989 3.1653 -9.2628
H -4.2110 2.5695 -6.2967
H -2.9850 3.8704 -6.3433
H -2.9459 2.6684 -5.0552
H -2.1973 0.7026 -8.3925
H -3.8225 1.2924 -8.0571
H -2.7334 2.1132 -10.1860
H -3.2909 4.5087 -8.3930
H -3.5295 4.3491 -10.1221
H -4.5666 3.4515 -9.0123
H -0.5419 2.4048 -9.4115
H -0.9791 3.5062 -8.3309



2.
# C27H72N2O8S10Si

A cluster of 9 separate species, C27H72N2O8S10Si in total at a distorted geometry (ωB97M-V/def2-TZVPD, the Open Molecules 2025 dataset).

Summary:
Kohn-Sham gap: 7.6 eV
E: -6054.241165 Ha

Geometry (Å):
C 1.6396 -3.2249 0.3844
C 1.3148 -1.6504 0.7915
N 1.2138 -0.8279 -0.5013
C 1.2250 0.6566 -0.1915
C 1.1897 1.6106 -1.5574
C 0.0048 -1.2286 -1.3224
S -1.5270 -0.5273 -1.0132
S 0.0729 -2.5154 -2.6953
C -0.7799 -4.1090 -2.1850
C -2.3261 -3.9148 -1.6486
C -2.4815 -3.9773 -0.0062
Si -4.3246 -3.4382 0.4086
N -4.5396 -1.7999 -0.2965
C -5.8380 -1.3609 -0.2407
C -6.0598 0.2726 -0.5214
C -7.1787 -2.2650 0.0160
H 0.5985 -3.7793 0.3995
H 2.3912 -3.7516 1.1344
H 2.0743 -3.2280 -0.7176
H 2.2160 -1.1552 1.3979
H 0.3078 -1.6068 1.4159
H 0.3698 0.9607 0.5814
H 2.2407 0.8789 0.3673
H 1.9893 2.4497 -1.3764
H 1.4410 0.8933 -2.4588
H 0.1000 2.0709 -1.6980
H -0.8499 -4.7740 -3.1685
H -0.1584 -4.7373 -1.4068
H -2.9328 -4.8500 -2.0643
H -2.7300 -2.9131 -2.1216
H -2.2387 -5.0659 0.3846
H -1.7452 -3.1544 0.4235
H -4.4161 -3.4363 1.8896
H -5.2640 -4.4464 -0.0677
H -5.2155 0.8551 0.0440
H -5.8323 0.4099 -1.6808
H -7.1420 0.6376 -0.2516
H -8.1138 -1.5576 -0.2110
H -7.2627 -3.1387 -0.7926
H -7.3285 -2.6380 1.1176
C 0.7176 6.6104 -0.8223
S 0.5421 5.1384 -1.8572
O 1.8637 4.4298 -1.8617
C 0.3944 6.0251 -3.4265
H 0.8618 6.2915 0.2133
H 1.5833 7.1940 -1.1440
H -0.1892 7.2161 -0.8892
H 1.2801 6.6441 -3.5909
H -0.5021 6.6494 -3.4114
H 0.3103 5.2930 -4.2341
C -1.6824 0.7904 5.5377
S -1.8579 -0.6816 4.5028
O -0.5363 -1.3902 4.4983
C -2.0056 0.2051 2.9335
H -1.5382 0.4715 6.5733
H -0.8167 1.3740 5.2160
H -2.5892 1.3961 5.4708
H -1.1199 0.8241 2.7691
H -2.9021 0.8294 2.9486
H -2.0897 -0.5270 2.1259
C -3.7412 4.0573 -2.0131
S -3.1647 5.0958 -3.3761
O -2.4847 6.2905 -2.7768
C -4.8064 5.6212 -3.9232
H -2.8696 3.6469 -1.4966
H -4.3295 4.6526 -1.3109
H -4.3451 3.2366 -2.4071
H -5.3304 6.1223 -3.1052
H -5.3770 4.7512 -4.2570
H -4.6896 6.3175 -4.7578
C 5.1597 -5.5815 -0.1341
S 4.2782 -6.6678 -1.2795
O 2.8438 -6.2311 -1.3019
C 4.3795 -8.1518 -0.2510
H 5.1855 -4.5752 -0.5603
H 4.6431 -5.5527 0.8281
H 6.1823 -5.9418 -0.0003
H 3.9097 -7.9675 0.7186
H 5.4268 -8.4312 -0.1133
H 3.8534 -8.9646 -0.7587
C 5.4597 8.5935 0.8784
S 4.5782 7.5072 -0.2670
O 3.1438 7.9439 -0.2894
C 4.6795 6.0232 0.7615
H 5.4855 9.5998 0.4522
H 4.9431 8.6223 1.8406
H 6.4823 8.2332 1.0122
H 4.2097 6.2075 1.7311
H 5.7268 5.7438 0.8992
H 4.1534 5.2104 0.2538
C -2.4510 10.9408 -5.5445
S -2.8861 9.2066 -5.2755
O -4.3810 9.1024 -5.3326
C -2.4030 9.1569 -3.5334
H -2.7058 11.2070 -6.5736
H -3.0115 11.5789 -4.8573
H -1.3778 11.0775 -5.3927
H -2.9668 9.9031 -2.9677
H -1.3312 9.3500 -3.4449
H -2.6238 8.1616 -3.1386
C -2.6403 -3.5365 7.0351
S -3.5218 -4.6228 5.8897
O -4.9562 -4.1861 5.8672
C -3.4205 -6.1068 6.9182
H -2.6145 -2.5302 6.6088
H -3.1569 -3.5077 7.9973
H -1.6177 -3.8968 7.1689
H -3.8903 -5.9225 7.8878
H -2.3732 -6.3862 7.0559
H -3.9466 -6.9196 6.4105
C 9.6597 -8.6638 0.1623
S 8.7782 -9.7500 -0.9830
O 7.3438 -9.3134 -1.0055
C 8.8795 -11.2341 0.0455
H 9.6855 -7.6575 -0.2639
H 9.1431 -8.6350 1.1245
H 10.6823 -9.0241 0.2961
H 8.4097 -11.0498 1.0150
H 9.9268 -11.5135 0.1832
H 8.3534 -12.0469 -0.4623